No. 1
ORCA calculation (ωB97M-V with the def2-TZVPD basis set) on a 7-piece molecular cluster, C35H42BIN7O2PS overall at a distorted geometry.

LUMO: -0.83 eV
HOMO energy: -9.06 eV
Kohn-Sham gap: 8.2285 eV

CARTESIAN COORDINATES (ANGSTROEM)
H (-3.5418, 2.8373, -1.4047)
N (-4.3172, 3.0155, -0.7480)
C (-3.9567, 2.6633, 0.4502)
C (-2.5154, 2.0702, 0.6937)
B (-2.4786, 0.6795, 1.4925)
C (-3.2962, 0.3916, 2.8522)
C (-4.5021, -0.6286, 2.7070)
C (-5.4961, -0.3469, 3.9512)
I (-5.6121, -0.4612, 0.8498)
P (-1.3493, -0.7640, 0.8278)
O (-0.1346, -0.9339, 2.0266)
O (-2.1709, -2.2346, 0.7021)
S (-0.4060, -0.2967, -0.8179)
H (-4.7311, 2.8064, 1.2479)
H (-1.9676, 2.8274, 1.3531)
H (-1.9697, 2.0694, -0.2865)
H (-2.5602, -0.0906, 3.5800)
H (-3.5779, 1.3765, 3.3334)
H (-4.1294, -1.6847, 2.8211)
H (-6.4376, 0.1454, 3.5737)
H (-4.9810, 0.3123, 4.7156)
H (-5.8009, -1.3426, 4.3794)
H (-0.5313, -1.3214, 2.8308)
H (-2.4020, -2.2969, -0.2477)
C (3.5796, 1.7625, -2.2728)
C (2.2353, 1.4848, -2.0797)
C (1.3658, 1.6857, -3.1398)
N (1.7472, 2.1368, -4.3425)
C (3.0504, 2.3990, -4.5026)
C (4.0002, 2.2287, -3.5088)
H (4.2921, 1.6170, -1.4687)
H (1.8709, 1.1203, -1.1288)
H (0.3055, 1.4796, -3.0385)
H (3.3306, 2.7647, -5.4845)
H (5.0418, 2.4554, -3.6962)
C (4.1179, 0.8686, -9.7902)
C (4.1978, 1.9328, -10.6753)
C (3.6147, 3.1352, -10.3091)
N (2.9734, 3.3308, -9.1497)
C (2.9083, 2.2869, -8.3126)
C (3.4610, 1.0452, -8.5823)
H (4.5626, -0.0880, -10.0391)
H (4.7018, 1.8318, -11.6278)
H (3.6537, 3.9972, -10.9665)
H (2.3811, 2.4728, -7.3830)
H (3.3790, 0.2376, -7.8662)
C (7.2972, -1.4836, -3.4070)
C (8.4841, -1.5371, -4.1220)
C (8.6258, -0.7046, -5.2203)
N (7.6811, 0.1488, -5.6360)
C (6.5431, 0.1807, -4.9297)
C (6.3029, -0.6075, -3.8150)
H (7.1485, -2.1180, -2.5409)
H (9.2817, -2.2096, -3.8333)
H (9.5369, -0.7080, -5.8092)
H (5.7958, 0.8790, -5.2905)
H (5.3630, -0.5383, -3.2809)
C (-7.0787, -4.1541, 8.2044)
C (-5.8774, -4.1914, 7.5134)
C (-5.7186, -3.3433, 6.4298)
N (-6.6599, -2.4896, 6.0060)
C (-7.8120, -2.4738, 6.6890)
C (-8.0690, -3.2779, 7.7874)
H (-7.2416, -4.8009, 9.0586)
H (-5.0821, -4.8631, 7.8093)
H (-4.7953, -3.3336, 5.8593)
H (-8.5567, -1.7750, 6.3227)
H (-9.0189, -3.2209, 8.3026)
C (2.9657, -4.1568, 0.1570)
C (4.1559, -4.2108, -0.5529)
C (4.3035, -3.3763, -1.6487)
N (3.3615, -2.5204, -2.0674)
C (2.2193, -2.4885, -1.3656)
C (1.9750, -3.2786, -0.2541)
H (2.8121, -4.7929, 1.0213)
H (4.9512, -4.8851, -0.2620)
H (5.2170, -3.3803, -2.2339)
H (1.4734, -1.7900, -1.7266)
H (1.0334, -3.2086, 0.2755)
C (-2.1845, 2.9043, 7.7046)
C (-3.5285, 2.6193, 7.8857)
C (-4.3915, 2.8242, 6.8215)
N (-4.0058, 3.2860, 5.6241)
C (-2.6996, 3.5559, 5.4751)
C (-1.7569, 3.3819, 6.4756)
H (-1.4775, 2.7562, 8.5127)
H (-3.8988, 2.2461, 8.8317)
H (-5.4514, 2.6127, 6.9147)
H (-2.4133, 3.9305, 4.4976)
H (-0.7149, 3.6148, 6.2979)

No. 2
ORCA calculation (ωB97M-V with the def2-TZVPD basis set) on C35H42BrN6O2PPbSSb as an isolated structure.

LUMO: -2.34 eV
HOMO energy: -10.27 eV
Net charge: +1
Relative energy (zero: lowest compared OMol25 entry of this formula, charge and spin): 1.1 kcal/mol
Kohn-Sham gap: 7.9298 eV

CARTESIAN COORDINATES (ANGSTROEM)
Pb (-0.1595, -0.5623, -0.3612)
C (-2.3886, -0.3369, -3.7313)
C (-1.0626, 0.3501, -3.8673)
C (-0.8995, 1.4469, -4.7112)
C (0.3503, 2.0185, -4.8393)
C (1.4183, 1.4597, -4.1486)
C (1.1833, 0.3672, -3.3235)
N (-0.0413, -0.1543, -3.1733)
Sb (2.9389, -0.7363, -2.6769)
C (1.9491, -2.6404, -2.6683)
C (2.5168, -3.6394, -3.4439)
C (1.9572, -4.9092, -3.4196)
C (0.8598, -5.1256, -2.6130)
C (0.3372, -4.0708, -1.8645)
C (-0.8428, -4.2826, -0.9659)
N (0.8688, -2.8463, -1.9024)
C (3.1540, -0.6540, -0.5247)
C (3.8998, 0.3605, 0.0589)
C (4.2697, 0.2234, 1.3892)
C (3.9384, -0.9365, 2.0640)
C (3.2084, -1.9189, 1.4009)
C (2.8720, -3.2325, 2.0431)
N (2.8026, -1.7564, 0.1400)
H (-3.2105, 0.3611, -3.9002)
H (-2.4889, -0.7895, -2.7456)
H (-2.4728, -1.1305, -4.4773)
H (-1.7484, 1.8345, -5.2591)
H (0.5020, 2.8704, -5.4915)
H (2.4221, 1.8457, -4.2751)
H (3.3893, -3.4297, -4.0496)
H (2.3770, -5.7120, -4.0120)
H (0.3966, -6.1011, -2.5514)
H (-1.2123, -5.3045, -1.0307)
H (-1.6537, -3.6003, -1.2181)
H (-0.5690, -4.0815, 0.0728)
H (4.1828, 1.2370, -0.5069)
H (4.8196, 1.0097, 1.8912)
H (4.2166, -1.0790, 3.1009)
H (2.7906, -3.1445, 3.1255)
H (1.9427, -3.6218, 1.6267)
H (3.6561, -3.9595, 1.8198)
Br (-2.6964, -1.5649, 0.2197)
C (-1.5159, -0.0016, 3.4271)
P (-0.1606, -1.0397, 2.7610)
C (-0.7342, -2.7043, 3.2420)
C (1.1573, -0.6646, 3.9706)
C (1.6054, -1.5840, 4.9161)
C (2.6054, -1.2407, 5.8182)
C (3.1508, 0.0341, 5.8011)
C (2.7000, 0.9625, 4.8714)
C (1.7211, 0.6131, 3.9549)
H (-1.6818, -0.2190, 4.4832)
H (-2.4244, -0.2109, 2.8625)
H (-1.2605, 1.0530, 3.3196)
H (-1.5964, -2.9443, 2.6196)
H (-1.0308, -2.7434, 4.2914)
H (0.0411, -3.4496, 3.0615)
H (1.1822, -2.5793, 4.9580)
H (2.9474, -1.9682, 6.5431)
H (3.9204, 0.3042, 6.5127)
H (3.1192, 1.9608, 4.8530)
H (1.4045, 1.3335, 3.2092)
O (-2.6882, 3.2171, -1.7910)
C (-2.6513, 2.0487, -1.3110)
O (-1.6604, 1.3137, -1.2608)
C (-3.9333, 1.5840, -0.6146)
N (-5.0424, 2.4990, -1.0763)
C (-5.9022, 2.8802, 0.1095)
C (-5.3497, 2.0453, 1.2617)
C (-3.8849, 1.8353, 0.8899)
H (-4.1821, 0.5495, -0.8430)
H (-5.5833, 2.0850, -1.8299)
H (-4.5015, 3.2954, -1.4727)
H (-6.9423, 2.6768, -0.1295)
H (-5.7799, 3.9483, 0.2714)
H (-5.8697, 1.0880, 1.3208)
H (-5.4769, 2.5562, 2.2140)
H (-3.4222, 0.9916, 1.3947)
H (-3.2900, 2.7281, 1.0984)
S (0.1545, 2.2657, 1.0331)
C (0.8517, 3.1020, -0.2672)
N (0.0572, 3.7537, -1.1706)
C (0.5365, 4.5504, -2.1357)
C (1.8816, 4.7364, -2.2512)
C (2.6688, 4.0040, -1.3533)
N (2.1913, 3.2214, -0.4097)
H (-0.9591, 3.5994, -1.1613)
H (-0.2076, 5.0025, -2.7772)
H (2.3098, 5.3839, -2.9997)
H (3.7517, 4.0639, -1.4153)

No. 3
ORCA calculation (ωB97M-V with the def2-TZVPD basis set) on C35H42F5FeIO3Se as an isolated structure.

LUMO (spin up / spin down): 2.32 / 2.32 eV
Multiplicity: 6
HOMO energy (spin up / spin down): -5.24 / -5.31 eV
Net charge: -1
Relative energy (zero: lowest compared OMol25 entry of this formula, charge and spin): 0.9 kcal/mol
Kohn-Sham gap (spin up / spin down): 7.5582 / 7.6262 eV

CARTESIAN COORDINATES (ANGSTROEM)
Fe (0.0345, -2.1063, 2.0539)
C (2.5030, 2.6902, -2.7677)
C (3.6640, 2.3408, -1.8256)
C (4.0652, 3.5934, -1.0345)
C (4.8584, 1.9144, -2.6797)
C (3.2204, 1.2420, -0.8605)
C (2.1457, 1.4656, -0.0118)
C (1.6996, 0.4831, 0.8534)
Se (0.1768, 0.8611, 1.9653)
C (-1.1396, 0.7925, 0.5788)
C (-1.7391, 1.9624, 0.1422)
C (-2.7039, 1.9274, -0.8532)
C (-3.0007, 0.6799, -1.3964)
C (-2.4081, -0.5164, -1.0087)
C (-1.4730, -0.4682, 0.0513)
O (-0.9196, -1.5655, 0.5313)
C (-2.8667, -1.8079, -1.7081)
C (-4.2470, -2.1885, -1.1534)
C (-1.9332, -3.0142, -1.5349)
C (-2.9771, -1.5699, -3.2247)
C (-3.4241, 3.1729, -1.3670)
C (-2.9555, 4.4404, -0.6523)
C (-3.1552, 3.3431, -2.8688)
C (-4.9347, 3.0254, -1.1379)
C (2.3117, -0.7799, 0.9159)
O (1.8687, -1.7158, 1.7449)
C (3.4233, -1.0193, 0.0747)
C (3.8360, -0.0047, -0.7843)
C (4.1325, -2.3772, 0.1005)
C (5.3228, -2.4252, -0.8623)
C (3.1585, -3.4875, -0.3220)
C (4.6729, -2.6627, 1.5102)
H (2.7983, 3.4828, -3.4613)
H (2.2037, 1.8153, -3.3481)
H (1.6284, 3.0332, -2.2131)
H (4.3751, 4.3923, -1.7143)
H (3.2349, 3.9652, -0.4329)
H (4.8943, 3.3726, -0.3593)
H (5.1348, 2.7293, -3.3527)
H (5.7291, 1.6781, -2.0642)
H (4.6233, 1.0405, -3.2905)
H (1.6228, 2.4154, -0.0211)
H (-1.4363, 2.8943, 0.6002)
H (-3.7526, 0.6371, -2.1749)
H (-4.1845, -2.3783, -0.0802)
H (-4.9703, -1.3858, -1.3159)
H (-4.6181, -3.0944, -1.6411)
H (-1.9248, -3.3851, -0.5144)
H (-2.2889, -3.8152, -2.1899)
H (-0.9072, -2.7706, -1.8144)
H (-3.7126, -0.8107, -3.4912)
H (-2.0123, -1.2650, -3.6355)
H (-3.2780, -2.4988, -3.7149)
H (-1.8887, 4.6157, -0.8060)
H (-3.4973, 5.3038, -1.0451)
H (-3.1416, 4.3864, 0.4219)
H (-2.0853, 3.4557, -3.0556)
H (-3.5027, 2.4784, -3.4361)
H (-3.6694, 4.2289, -3.2521)
H (-5.1510, 2.9035, -0.0750)
H (-5.4650, 3.9103, -1.5010)
H (-5.3339, 2.1552, -1.6611)
H (4.6787, -0.1992, -1.4299)
H (5.0147, -2.2793, -1.9002)
H (6.0778, -1.6750, -0.6160)
H (5.7940, -3.4079, -0.7913)
H (2.7866, -3.3027, -1.3330)
H (3.6719, -4.4534, -0.3182)
H (2.3076, -3.5452, 0.3520)
H (5.4054, -1.9034, 1.7959)
H (3.8719, -2.6651, 2.2451)
H (5.1701, -3.6370, 1.5269)
I (-1.9958, -4.8429, 2.4261)
C (-0.0529, -4.1698, 1.8092)
H (0.0425, -4.4829, 0.7708)
H (0.6501, -4.7242, 2.4279)
F (-3.6345, 1.2110, 6.9647)
C (-2.8378, 0.4348, 6.2109)
C (-1.6671, -0.0862, 6.7352)
F (-1.3331, 0.1916, 8.0040)
C (-0.8458, -0.8805, 5.9613)
F (0.2829, -1.3597, 6.5019)
C (-1.1498, -1.1952, 4.6284)
O (-0.3625, -1.9468, 3.9106)
C (-2.3450, -0.6547, 4.1349)
F (-2.6971, -0.9260, 2.8700)
C (-3.1715, 0.1444, 4.9027)
F (-4.3021, 0.6394, 4.3814)

No. 4
ORCA calculation (ωB97M-V with the def2-TZVPD basis set) on C35H43Br3CdClN3O7 as an isolated structure at a distorted geometry.

LUMO: 3.99 eV
HOMO energy: -2.03 eV
Net charge: -2
Relative energy (zero: lowest compared OMol25 entry of this formula, charge and spin): 11.5 kcal/mol
Kohn-Sham gap: 6.0222 eV

CARTESIAN COORDINATES (ANGSTROEM)
Cd (0.0229, -0.8550, -1.5791)
C (1.2599, 5.0887, 4.2279)
C (0.0618, 4.5371, 3.4512)
C (-0.7702, 5.7284, 2.9541)
C (-0.7832, 3.6793, 4.4057)
C (0.4770, 3.6513, 2.2872)
C (-0.4750, 3.2489, 1.3618)
C (-0.1442, 2.3441, 0.3819)
Br (-1.4650, 1.8789, -0.9551)
C (1.1120, 1.6947, 0.2791)
O (1.3229, 0.7211, -0.5075)
C (2.1226, 2.2470, 1.1412)
C (1.7723, 3.1639, 2.1099)
C (3.5668, 1.8140, 0.9221)
C (4.5632, 2.5766, 1.8033)
C (3.7215, 0.3202, 1.2314)
C (3.9186, 2.0668, -0.5507)
H (0.9135, 5.7223, 5.0431)
H (1.9001, 5.6800, 3.5786)
H (1.8452, 4.2810, 4.6564)
H (-0.9698, 6.4197, 3.7731)
H (-1.7217, 5.4017, 2.5463)
H (-0.2360, 6.2601, 2.1697)
H (-1.1513, 4.2709, 5.2443)
H (-0.1791, 2.8605, 4.7909)
H (-1.6288, 3.2473, 3.8773)
H (-1.4904, 3.6108, 1.3917)
H (2.5482, 3.5237, 2.7628)
H (4.3969, 2.3586, 2.8565)
H (4.4914, 3.6506, 1.6517)
H (5.5761, 2.2664, 1.5521)
H (3.5300, 0.1282, 2.2873)
H (4.7317, -0.0137, 0.9900)
H (3.0126, -0.2511, 0.6408)
H (3.8007, 3.1228, -0.7932)
H (3.2513, 1.4910, -1.1864)
H (4.9458, 1.7703, -0.7636)
O (-1.6897, -0.6626, -5.1401)
Cl (-0.4007, -0.6683, -4.5020)
O (0.5878, -0.4915, -5.5079)
O (-0.2132, -1.9223, -3.8555)
O (-0.3436, 0.4025, -3.5659)
Br (4.4358, -0.8461, -4.5091)
C (4.2448, -1.8556, -2.9098)
C (5.3138, -2.5997, -2.4614)
C (5.2087, -3.2971, -1.2790)
Br (6.7447, -4.2806, -0.6739)
C (4.0387, -3.2832, -0.5120)
C (3.8737, -3.9342, 0.7247)
C (2.6717, -3.8518, 1.3739)
C (1.6239, -3.1340, 0.7817)
N (1.7609, -2.5071, -0.3597)
C (2.9236, -2.5414, -1.0069)
C (3.0015, -1.7501, -2.2342)
O (2.0696, -1.0328, -2.6454)
H (6.2323, -2.6197, -3.0328)
H (4.7002, -4.4888, 1.1485)
H (2.5199, -4.3282, 2.3309)
H (0.6576, -3.0713, 1.2594)
O (-2.5973, -0.7955, -2.4559)
C (-3.6785, -0.2960, -2.6111)
C (-4.6105, -0.6551, -3.7495)
C (-5.4546, -1.8135, -3.1814)
C (-6.0847, -1.5746, -1.7925)
C (-5.0890, -1.5566, -0.6142)
C (-4.4508, -0.1720, -0.3804)
N (-4.2942, 0.5037, -1.6541)
H (-4.0279, -0.9736, -4.6132)
H (-5.2484, 0.1895, -4.0227)
H (-4.8104, -2.6929, -3.1143)
H (-6.2607, -2.0408, -3.8863)
H (-6.7888, -2.3943, -1.6228)
H (-6.6751, -0.6528, -1.8062)
H (-4.2854, -2.2669, -0.8136)
H (-5.5949, -1.8796, 0.2988)
H (-3.4715, -0.2882, 0.0783)
H (-5.0666, 0.4583, 0.2623)
H (-5.1717, 0.8854, -1.9836)
C (-1.1055, -0.5569, 1.7506)
C (-1.4952, -1.8123, 1.0355)
C (-2.1546, -2.9010, 1.5678)
C (-2.2721, -3.8381, 0.5259)
C (-1.6739, -3.2753, -0.5817)
C (-1.5329, -3.8817, -1.9384)
N (-1.1992, -2.0372, -0.2757)
H (-1.2178, -0.6923, 2.8267)
H (-1.7265, 0.2914, 1.4552)
H (-0.0677, -0.3062, 1.5372)
H (-2.5096, -3.0086, 2.5805)
H (-2.7178, -4.8187, 0.5828)
H (-2.0660, -4.8326, -1.9815)
H (-0.4843, -4.0528, -2.1859)
H (-1.9285, -3.2095, -2.6968)